# 1
{"formula": "C13H31BO12P2S2Si2", "method": "the ωB97M-V functional and the def2-TZVPD basis", "symbols": ["C", "C", "S", "C", "Si", "O", "O", "Si", "B", "O", "C", "C", "P", "O", "O", "O", "P", "S", "H", "H", "H", "H", "H", "H", "H", "H", "H", "H", "H", "H", "H", "H", "H", "H", "H", "H", "H", "C", "C", "C", "O", "C", "O", "O", "H", "H", "H", "H", "H", "H", "C", "C", "C", "O", "C", "O", "O", "H", "H", "H", "H", "H", "H"], "positions_angstrom": [[-0.528, 4.887, 0.888], [0.129, 5.019, -0.637], [1.957, 4.566, -0.650], [2.012, 2.873, -1.451], [1.272, 1.595, -0.159], [1.434, 2.392, 1.427], [-0.417, 1.391, -0.595], [-1.071, -0.147, -0.054], [-2.945, -0.170, -0.636], [-4.040, -0.845, 0.089], [-3.305, 0.660, -2.013], [-4.670, 1.601, -1.882], [-1.124, -0.393, 2.145], [-2.311, 0.569, 2.653], [-1.599, -2.054, 2.559], [0.403, -0.074, 2.934], [2.507, -0.213, -0.314], [4.388, 0.413, -0.344], [-1.493, 5.546, 1.030], [0.330, 5.243, 1.623], [-0.786, 3.742, 1.104], [-0.482, 4.344, -1.373], [-0.031, 6.137, -0.956], [3.075, 2.536, -1.826], [1.317, 2.913, -2.411], [2.032, 1.865, 2.033], [-0.361, -1.321, -0.586], [-3.891, -1.835, 0.170], [-3.399, -0.073, -2.923], [-2.426, 1.421, -2.280], [-4.970, 1.879, -2.997], [-5.559, 1.025, -1.338], [-4.366, 2.558, -1.246], [-1.773, -2.581, 1.719], [0.215, 0.716, 3.546], [2.413, -1.098, 0.847], [2.303, -1.002, -1.501], [2.929, 0.844, -6.624], [1.768, 0.274, -5.836], [0.841, 1.313, -5.283], [0.248, 0.629, -4.194], [1.174, -0.285, -3.767], [1.088, -0.925, -2.736], [2.210, -0.380, -4.658], [3.626, 0.048, -6.905], [2.578, 1.339, -7.535], [3.500, 1.566, -6.030], [1.230, -0.463, -6.445], [0.083, 1.627, -6.007], [1.355, 2.198, -4.894], [0.014, -3.512, 4.607], [0.291, -4.865, 5.229], [-0.603, -5.195, 6.386], [0.175, -6.141, 7.098], [1.483, -5.832, 6.838], [2.436, -6.312, 7.424], [1.574, -4.909, 5.830], [0.767, -3.283, 3.845], [-0.975, -3.491, 4.139], [0.067, -2.710, 5.352], [0.257, -5.644, 4.458], [-1.555, -5.632, 6.069], [-0.800, -4.344, 7.046]], "mulliken_charge": [-0.6125, -0.3379, -0.1078, -0.4684, 0.6423, -0.6381, 0.3361, -0.3453, 0.2286, -0.5183, -0.1502, -0.9668, 1.1410, -0.6899, -0.4598, -0.5472, 0.1100, -0.4062, 0.3516, 0.2407, -0.0159, 0.1021, 0.3408, 0.4420, -0.0283, 0.2715, -0.1305, 0.2786, 0.3134, 0.0318, 0.3091, 0.2481, 0.2635, 0.2840, 0.3499, 0.1013, 0.1910, -1.4885, 0.4914, -0.5310, -0.1609, 0.5104, -0.6543, -0.3197, 0.3698, 0.3842, 0.3498, 0.2583, 0.3578, 0.2769, -1.3487, 0.5739, -0.4976, -0.3167, 0.6186, -0.5519, -0.3448, 0.2973, 0.3717, 0.3184, 0.2472, 0.3098, 0.3241], "homo_energy_ev": -8.320, "gap_ev": 7.544}

# 2
{"formula": "C27H37N3O7S", "method": "the ωB97M-V functional and the def2-TZVPD basis", "symbols": ["C", "C", "C", "C", "C", "C", "C", "C", "O", "C", "O", "C", "N", "C", "O", "C", "C", "C", "O", "N", "C", "C", "C", "C", "S", "N", "O", "O", "C", "C", "C", "O", "C", "C", "C", "C", "C", "C", "H", "H", "H", "H", "H", "H", "H", "H", "H", "H", "H", "H", "H", "H", "H", "H", "H", "H", "H", "H", "H", "H", "H", "H", "H", "H", "H", "H", "H", "H", "H", "H", "H", "H", "H", "H", "H"], "positions_angstrom": [[3.593, -0.085, 4.328], [2.903, 1.110, 3.680], [2.581, 0.829, 2.215], [1.893, 2.003, 1.523], [1.603, 1.687, 0.057], [1.051, 2.874, -0.734], [-0.272, 3.440, -0.211], [-1.382, 2.403, -0.150], [-1.554, 1.837, -1.455], [-2.383, 0.827, -1.554], [-3.028, 0.348, -0.649], [-2.562, 0.356, -2.998], [-2.552, -1.090, -3.027], [-1.627, -1.755, -2.312], [-0.670, -1.175, -1.817], [-1.865, -3.240, -2.144], [-2.248, -3.535, -0.680], [-1.076, -3.922, 0.220], [-1.150, -4.866, 0.976], [0.003, -3.108, 0.082], [1.232, -3.179, 0.726], [1.517, -4.107, 1.731], [2.761, -4.105, 2.332], [3.713, -3.186, 1.939], [5.311, -3.191, 2.714], [4.905, -3.386, 4.338], [5.928, -1.904, 2.530], [6.044, -4.361, 2.330], [3.453, -2.273, 0.936], [2.213, -2.266, 0.330], [-3.966, 0.864, -3.430], [-4.948, 0.093, -2.799], [-4.030, 2.349, -3.133], [-4.772, 2.846, -2.071], [-4.745, 4.198, -1.773], [-3.977, 5.063, -2.531], [-3.246, 4.575, -3.602], [-3.273, 3.226, -3.902], [2.936, -0.954, 4.313], [4.501, -0.334, 3.783], [3.851, 0.138, 5.362], [1.981, 1.340, 4.221], [3.553, 1.985, 3.746], [1.940, -0.053, 2.152], [3.511, 0.597, 1.694], [2.535, 2.886, 1.581], [0.964, 2.232, 2.050], [2.534, 1.373, -0.420], [0.911, 0.847, -0.008], [0.903, 2.558, -1.769], [1.788, 3.679, -0.732], [-0.590, 4.249, -0.872], [-0.140, 3.852, 0.789], [-1.149, 1.598, 0.552], [-2.331, 2.861, 0.154], [-1.766, 0.771, -3.621], [-3.433, -1.528, -3.262], [-0.956, -3.784, -2.406], [-2.666, -3.565, -2.808], [-2.957, -4.362, -0.639], [-2.732, -2.658, -0.238], [-0.080, -2.333, -0.584], [0.762, -4.816, 2.027], [3.001, -4.808, 3.113], [4.933, -2.510, 4.834], [5.494, -4.075, 4.776], [4.227, -1.579, 0.652], [1.989, -1.555, -0.452], [-4.099, 0.690, -4.505], [-4.772, 0.100, -1.844], [-5.381, 2.180, -1.477], [-5.326, 4.573, -0.943], [-3.952, 6.116, -2.293], [-2.653, 5.247, -4.203], [-2.705, 2.848, -4.740]], "mulliken_charge": [-1.0618, -0.8108, 0.0901, -1.0460, 0.1710, -1.0743, -0.9571, -0.6878, 0.0273, 0.3428, -0.6803, -0.1233, -0.1526, 0.4000, -0.7390, -0.9656, -0.7564, 0.6622, -0.6750, 0.2647, 0.7939, -0.6163, -0.6639, 0.4112, 1.2954, -0.5370, -0.6282, -0.6774, -0.6917, -0.6618, -0.3554, -0.6565, 0.1536, -0.1877, -0.7219, -0.4336, -0.7507, -0.1706, 0.3382, 0.1965, 0.4008, 0.3547, 0.3696, 0.1830, 0.2886, 0.2743, 0.3270, 0.6221, -0.3633, 0.3727, 0.4341, 0.4181, 0.4406, 0.3677, 0.4005, 0.4177, 0.3935, 0.4351, 0.3139, 0.3399, 0.3343, 0.0093, 0.5378, 0.3775, 0.2368, 0.2893, 0.3957, 0.2821, 0.6211, 0.4412, 0.3855, 0.4179, 0.4096, 0.4094, 0.3973], "homo_energy_ev": -8.635, "de_lowest_kj_mol": 2.75, "gap_ev": 9.081}